Computed, not measured: a single C4H6 molecule, with the ωB97M-V functional and the def2-TZVPD basis.

```
10
Properties=species:S:1:pos:R:3
C -1.360 -0.105 1.217
C -0.578 0.326 0.268
C 0.556 -0.392 -0.276
C 1.361 0.159 -1.200
H -2.206 0.494 1.595
H -1.262 -1.168 1.546
H -0.573 1.389 -0.109
H 0.742 -1.361 0.150
H 1.202 1.139 -1.619
H 2.221 -0.422 -1.619
```

The frontier orbital gap is 10.15 eV. The energy above the lowest of the compared OMol25 structures with the same formula, charge and spin comes out at 0.195 eV. Its total energy is -155.9555 hartree. The SMILES is C=CC=C. The charge is 0.



Computed, not measured: a 2-piece molecular cluster, C5H13NO overall, with the ωB97M-V functional and the def2-TZVPD basis.

```
20
Properties=species:S:1:pos:R:3
C -0.408 0.238 1.710
C 0.545 -0.392 0.601
C 1.872 0.305 0.719
C 2.394 0.028 -0.665
C 1.164 -0.035 -1.707
N 0.049 0.083 -0.739
H 0.215 -0.085 2.591
H -1.362 -0.093 1.421
H -0.353 1.279 1.791
H 0.356 -1.389 0.675
H 1.851 1.334 0.980
H 2.585 -0.050 1.502
H 3.047 0.892 -0.775
H 2.986 -0.842 -0.684
H 1.107 -0.958 -2.228
H 0.916 0.751 -2.474
H -0.837 -0.220 -1.039
O -5.050 -0.379 -0.694
H -5.237 0.269 0.057
H -5.840 -0.736 -1.039
```

The frontier orbital gap is 9.06 eV. The energy above the lowest of the compared OMol25 structures with the same formula, charge and spin comes out at 2.596 eV. Its total energy is -328.2235 hartree. The SMILES is C[C@@H]1CCCN1.O. The charge is 0.



Computed, not measured: a single C2H3N3OS molecule, with the ωB97M-V functional and the def2-TZVPD basis.

```
10
Properties=species:S:1:pos:R:3
C 0.160 1.562 -0.186
C -1.857 0.416 0.178
N -1.088 1.428 -0.021
N 0.482 -0.648 -0.474
N 1.751 -1.087 0.177
O -3.002 0.239 0.499
S -0.873 -1.199 0.061
H 0.610 2.477 -0.499
H 1.480 -1.845 0.832
H 2.337 -1.343 -0.567
```

The frontier orbital gap (alpha / beta) is 6.95 / 7.56 eV. The energy above the lowest of the compared OMol25 structures with the same formula, charge and spin comes out at 4.762 eV. Its total energy is -715.5212 hartree. The charge is 0.



Q: Which value of charge does entry 1 give?
A: 0



Please write out number 3 again, unchanged.
Computed, not measured: a single C2H3N3OS molecule, with the ωB97M-V functional and the def2-TZVPD basis.

```
10
Properties=species:S:1:pos:R:3
C 0.160 1.562 -0.186
C -1.857 0.416 0.178
N -1.088 1.428 -0.021
N 0.482 -0.648 -0.474
N 1.751 -1.087 0.177
O -3.002 0.239 0.499
S -0.873 -1.199 0.061
H 0.610 2.477 -0.499
H 1.480 -1.845 0.832
H 2.337 -1.343 -0.567
```

The frontier orbital gap (alpha / beta) is 6.95 / 7.56 eV. The energy above the lowest of the compared OMol25 structures with the same formula, charge and spin comes out at 4.762 eV. Its total energy is -715.5212 hartree. The charge is 0.